Entry 1:
The following is a DFT calculation (the ωB97M-V functional and the def2-TZVPD basis) of an isolated molecule of C5H9NO3.

Structure (XYZ):
```
18
Properties=species:S:1:pos:R:3:forces:R:3
C 1.82972 -1.59751 0.11215 -0.330 -0.354 -1.217
O 2.18528 -0.25564 -0.15528 0.722 0.407 0.176
C 1.29073 0.67007 -0.75641 0.201 0.373 1.191
C 0.53495 1.51258 0.28430 -0.479 -1.159 -0.634
C -0.74739 1.34238 0.63824 1.269 0.934 1.433
N -1.45580 0.15174 0.34320 -0.246 1.066 -1.377
O -1.49208 -0.73400 1.37005 -0.042 -1.226 0.958
C -2.40062 0.10435 -0.60920 -0.577 0.937 -1.320
O -3.22079 -0.76958 -0.83755 0.762 0.069 0.747
H 2.27599 -1.94385 1.04520 -0.121 0.351 0.052
H 0.74627 -1.70037 0.12973 -0.132 -0.157 0.292
H 2.20935 -2.27553 -0.69543 -0.215 0.558 0.454
H 1.94560 1.40922 -1.25295 -0.358 -0.580 -0.246
H 0.58591 0.21681 -1.43822 -0.048 -0.290 -0.368
H 1.16212 2.28026 0.70164 -0.337 0.545 0.203
H -1.20355 2.05417 1.37331 0.217 -0.837 -0.667
H -1.94658 -1.50057 0.97906 -0.118 -0.021 0.157
H -2.29912 1.03547 -1.23182 -0.168 -0.614 0.165
```
Positions in Å, forces in eV/Å.

Output
- SMILES = COC/C=C\N(O)C=O
- relative energy (zero: lowest compared OMol25 entry of this formula, charge and spin) (kJ/mol) = 445.3
- E (Ha) = -476.2746


Entry 2:
The following is a DFT calculation (the ωB97M-V functional and the def2-TZVPD basis) of a 2-piece molecular cluster, C6H17NO3P overall.

Structure (XYZ):
```
28
Properties=species:S:1:pos:R:3:forces:R:3
C 0.00916 -2.45155 -1.30605 1.666 -0.784 -2.855
C -1.25318 -0.30279 2.30212 0.017 -0.252 -2.817
C 2.76595 1.35031 0.88598 -2.102 1.520 1.624
C 1.26244 -1.74067 -0.91502 1.603 -0.867 -1.827
C -1.26039 0.94094 1.52405 -0.730 2.880 -0.453
C 1.89317 1.90753 -0.24990 2.713 0.824 -2.490
N -2.68677 0.77811 -1.69288 0.208 -3.268 0.544
O 1.15578 -0.69210 -0.01616 -0.798 2.474 1.985
O -0.56997 1.27804 0.49558 -1.355 -0.565 2.884
O -3.19395 -0.01082 -0.54216 0.145 2.938 -0.037
P 0.61330 0.71893 -0.65584 -0.446 -0.685 -1.559
H -0.69255 -1.90101 -1.84916 -0.925 1.480 -1.071
H 0.43152 -3.17864 -2.07036 -0.868 0.382 0.887
H -0.58595 -2.97062 -0.62226 -0.125 -0.949 1.787
H -0.69221 -0.11171 3.15257 1.512 0.533 1.871
H -2.23341 -0.54150 2.70933 -0.177 -0.211 -0.555
H -0.70532 -1.02634 1.67621 -0.619 -0.340 0.651
H 3.57579 1.93743 1.30141 0.271 0.216 -0.649
H 2.03964 1.29498 1.74808 0.707 -0.049 -0.416
H 3.00566 0.34822 0.70466 0.873 -1.196 -0.300
H 1.92387 -1.30569 -1.74741 -1.403 -1.152 0.345
H 1.87566 -2.53914 -0.51146 0.462 0.344 0.711
H -1.93077 1.83622 1.92436 1.270 -1.867 -1.041
H -3.02694 -0.86084 -0.86399 0.431 -2.269 -0.469
H 2.44557 1.94337 -1.34964 -0.845 -0.700 2.459
H 1.71396 3.01385 -0.27216 -0.707 -1.066 0.704
H -2.50225 1.67724 -1.35518 -0.513 1.538 0.215
H -3.37785 0.60825 -2.40468 -0.264 1.091 -0.129
```
Positions in Å, forces in eV/Å.

Output
- total charge = +1
- relative energy (zero: lowest compared OMol25 entry of this formula, charge and spin) (kJ/mol) = 494.7
- E (Ha) = -860.2473


Entry 3:
The following is a DFT calculation (the ωB97M-V functional and the def2-TZVPD basis) of C21H43BCuO2P2 as an isolated structure.

Structure (XYZ):
```
70
Properties=species:S:1:pos:R:3:forces:R:3
P 0.77422 -1.25420 -4.19316 -0.599 -0.327 -1.316
P -0.37660 1.41590 -1.83939 -0.530 -1.643 -1.016
C 0.11918 0.46387 -4.50902 0.155 -0.391 -0.742
C 0.51508 1.42783 -3.41756 0.554 0.496 0.070
H -0.95623 0.44394 -4.71311 0.157 0.000 0.041
H 0.63689 0.76235 -5.42680 -0.317 0.281 -0.043
H 1.56541 1.24290 -3.17454 0.033 0.161 0.087
H 0.50577 2.46644 -3.74193 -0.170 0.179 -0.226
C -2.12876 1.63686 -2.35271 -0.387 0.625 -0.268
H -2.75396 1.93313 -1.48501 0.354 -0.109 -0.538
H -2.58610 0.75822 -2.83352 0.418 0.231 0.402
H -2.15730 2.41687 -3.13716 -0.061 -0.016 0.563
C 0.04492 2.99394 -1.00217 -1.319 0.569 0.170
H 0.31983 3.67644 -1.80999 -0.017 0.012 0.056
H 0.90210 2.97665 -0.29421 -0.213 0.251 -0.008
H -0.83824 3.39478 -0.47402 0.142 -0.164 -0.089
C -0.54489 -2.23174 -5.07073 -0.063 -0.284 -0.229
H -0.87079 -3.08650 -4.47589 -0.018 0.034 0.097
H -0.12343 -2.62925 -6.00024 -0.321 0.050 0.104
H -1.42883 -1.63430 -5.31131 0.090 -0.058 0.039
C 2.06045 -1.53347 -5.47802 0.095 0.354 -0.400
H 2.70242 -0.65951 -5.61892 0.010 -0.099 -0.018
H 1.58169 -1.82148 -6.42121 0.399 0.275 0.004
H 2.68937 -2.36397 -5.15011 0.000 0.046 0.009
Cu 1.69166 1.44828 -0.78795 2.069 -1.628 0.966
C 1.16036 -0.73930 -1.24600 0.622 3.897 0.723
C -0.30399 -0.34131 -1.19000 0.828 1.125 -0.568
C -1.19592 -1.37957 -1.84489 -0.184 0.484 -0.168
C -1.52554 -2.40090 -0.74398 -0.665 0.514 -0.193
C -1.02444 -3.73593 -1.15281 0.289 -0.300 0.496
C 0.17166 -3.98878 -1.69465 -0.808 -0.780 0.363
C 1.42093 -3.18239 -1.75046 0.491 -0.457 -0.213
C 1.54029 -2.04004 -0.71170 -0.126 -0.891 0.083
C 0.76821 -0.81032 2.49544 0.463 0.709 -0.668
H 1.79296 -0.41478 -2.07860 -0.767 -0.406 0.096
H -0.60827 -0.17533 -0.14928 -0.149 -0.095 0.008
H -0.57738 -1.81825 -2.65556 -0.832 0.055 0.936
H -2.08483 -0.95657 -2.33554 0.013 -0.369 0.375
H -1.14020 -2.04697 0.23290 -0.192 -0.321 -0.465
H -2.61819 -2.41062 -0.64880 0.161 -0.300 0.192
H -1.72083 -4.53860 -0.93786 0.069 -0.288 -0.614
H 0.23381 -4.97675 -2.12312 0.360 -0.440 0.108
H 1.58091 -2.88942 -2.79925 -0.013 0.374 0.516
H 2.25342 -3.87930 -1.63891 -0.018 -0.264 0.448
H 0.87526 -2.28040 0.11568 0.209 -0.276 0.217
H 2.54176 -2.00112 -0.28534 0.205 -0.159 -0.137
H 1.80917 -0.74782 2.16410 -0.136 -0.498 -0.106
H 0.10073 -0.91299 1.63445 0.226 -0.336 0.116
H 0.60880 -1.64421 3.19257 0.056 0.210 -0.179
C -0.78946 -0.00613 5.64981 -0.030 0.025 -0.078
C -0.87304 1.26652 4.75669 0.406 0.344 0.297
C -2.10597 2.09335 4.99151 -0.126 0.288 0.300
O -0.93899 0.84359 3.38500 1.265 -0.298 0.233
B 0.41426 0.53332 3.17924 0.005 -0.538 0.166
O 1.32384 1.32268 3.87240 -1.149 -0.635 -0.039
C 0.49233 2.09595 4.77205 -0.315 0.640 -0.223
C 0.36196 3.49423 4.13454 -0.055 -0.047 -0.158
C 1.18726 2.22009 6.11584 -0.181 -0.182 0.193
H 0.16786 -0.55377 5.54622 -0.332 0.479 -0.025
H -1.57107 -0.72602 5.35901 0.095 0.430 0.024
H -0.92530 0.23409 6.71157 0.041 0.028 -0.213
H -3.00851 1.47879 4.99230 0.120 -0.063 0.022
H -2.03824 2.61943 5.94346 -0.112 0.064 0.088
H -2.19742 2.82388 4.18392 -0.021 -0.049 0.168
H -0.24353 4.18350 4.73780 0.129 -0.210 -0.049
H 1.37710 3.92102 4.04217 -0.465 -0.213 -0.051
H -0.09213 3.42469 3.12820 0.255 0.022 0.450
H 1.36564 1.22956 6.55543 0.104 0.341 -0.086
H 2.13474 2.76936 6.01235 -0.250 -0.324 -0.055
H 0.55611 2.79960 6.80074 0.050 -0.133 -0.047
```
Positions in Å, forces in eV/Å.

Output
- 2S+1 = 2
- relative energy (zero: lowest compared OMol25 entry of this formula, charge and spin) (kJ/mol) = 312.1
- E (Ha) = -3324.2895


Entry 4:
The following is a DFT calculation (the ωB97M-V functional and the def2-TZVPD basis) of C40H24BrCl7N6O4Ti as an isolated structure.

Structure (XYZ):
```
83
Properties=species:S:1:pos:R:3:forces:R:3
Ti -0.34814 -0.74137 -0.78652 -0.125 -0.280 0.358
Cl -1.43837 -6.48273 -4.60305 0.014 0.019 -0.003
C -0.80423 -4.95290 -4.04212 -0.044 -0.039 0.026
C -1.17147 -4.50938 -2.78021 0.021 -0.127 -0.102
C -0.70626 -3.29731 -2.27089 0.170 0.050 0.015
N -0.97060 -2.79892 -0.98034 -0.109 -0.268 -0.168
C -1.79387 -3.49745 -0.16976 -0.086 0.173 0.056
O -2.53069 -4.44672 -0.45941 -0.012 -0.044 0.016
C -1.81884 -3.10611 1.29817 -0.021 -0.026 -0.143
C -2.91194 -3.50368 2.06516 -0.061 0.080 0.015
C -2.92804 -3.18108 3.40691 -0.068 -0.025 -0.016
C -1.84384 -2.50428 3.94894 0.063 0.038 0.031
C -0.79310 -2.17662 3.10870 0.000 0.033 0.000
N -0.78375 -2.46414 1.81132 0.143 0.160 -0.046
C 0.14455 -2.50523 -3.08979 0.007 -0.010 -0.007
C 0.49526 -2.97481 -4.35130 0.041 -0.073 -0.059
C 0.03218 -4.19055 -4.82632 0.042 0.032 -0.019
Cl 0.51970 -4.70690 -6.42197 -0.003 -0.003 0.010
N 0.65674 -1.30988 -2.55446 -0.019 -0.165 -0.447
C 1.11835 -0.37313 -3.42443 0.027 0.187 0.044
O 0.81559 -0.23415 -4.60701 0.071 -0.132 -0.048
C 2.14530 0.61406 -2.87780 -0.120 -0.017 -0.024
C 2.54597 1.65584 -3.71234 0.032 0.069 0.031
C 3.52706 2.51962 -3.26446 -0.017 0.015 -0.064
C 4.08656 2.30969 -2.01289 0.038 -0.025 0.079
C 3.61312 1.25407 -1.25106 -0.051 -0.032 -0.083
N 2.65534 0.42849 -1.66871 0.057 -0.063 0.048
H -1.83344 -5.11484 -2.18783 0.024 0.019 -0.031
H -3.72313 -4.02700 1.58070 0.023 0.007 0.015
H -3.77900 -3.44450 4.02422 0.010 0.001 0.005
H -1.81045 -2.23165 4.99619 -0.010 0.000 -0.001
H 0.08285 -1.65401 3.48437 0.013 0.012 0.003
H 1.12934 -2.38127 -4.98904 -0.014 -0.008 0.013
H 2.07602 1.75728 -4.68009 -0.002 -0.008 0.012
H 3.85329 3.34719 -3.88381 -0.005 0.002 0.008
H 4.85997 2.95799 -1.62082 0.001 -0.002 -0.002
H 4.00850 1.06080 -0.25982 0.007 -0.006 0.049
O -4.43218 -0.87238 0.88947 -0.070 -0.001 -0.029
C -4.35535 0.21527 1.66950 -0.072 0.040 -0.064
C -5.42348 0.48626 2.52906 0.022 0.014 0.017
C -5.42482 1.62400 3.31634 -0.020 -0.001 0.005
C -4.36609 2.52137 3.25331 -0.010 -0.013 -0.010
C -3.30595 2.24836 2.40007 0.061 0.001 0.085
C -3.26507 1.09804 1.62063 0.018 -0.008 0.092
C -2.07019 0.85626 0.71603 -0.016 0.145 -0.047
O -2.11124 -0.36565 0.05344 -0.046 0.258 0.151
N -0.84353 0.99027 1.52072 0.072 0.050 0.261
N 0.22193 0.25616 0.91906 -0.074 0.049 0.270
C 1.32731 0.28646 1.64912 0.089 0.061 0.004
C 2.43198 -0.55142 1.51607 0.018 0.070 -0.006
Br 2.21355 -2.07589 0.37856 -0.051 0.028 0.038
C 3.66880 -0.41546 2.13028 0.032 0.022 0.010
C 4.21862 0.77275 2.72037 -0.006 -0.012 -0.011
C 5.36476 0.66737 3.54154 0.006 -0.023 -0.005
C 5.96046 1.77363 4.11149 0.020 0.006 0.015
C 5.45019 3.05097 3.88908 -0.014 0.005 -0.007
C 4.33676 3.18341 3.06642 0.000 0.007 0.004
C 3.73025 2.07898 2.49414 -0.025 0.043 -0.016
H -3.58363 -0.87230 0.35437 0.093 -0.131 0.058
H -6.24875 -0.21480 2.54650 0.000 -0.005 0.003
H -6.26463 1.81771 3.97454 0.002 -0.004 0.002
H -4.36788 3.42178 3.85471 0.004 0.003 -0.001
H -2.47018 2.93646 2.33397 -0.003 -0.004 -0.004
H -2.04624 1.67624 -0.01534 0.024 -0.038 -0.026
H -1.01674 0.59677 2.44435 -0.053 -0.195 -0.067
H 1.35782 1.00154 2.47070 -0.031 -0.051 -0.044
H 4.30764 -1.29144 2.14529 -0.005 0.010 0.001
H 5.77676 -0.31911 3.72536 0.000 0.001 -0.002
H 6.83530 1.64233 4.73922 -0.002 0.002 0.000
H 5.91358 3.92004 4.33893 0.004 -0.001 0.000
H 3.93246 4.16728 2.85655 0.009 0.005 0.004
H 2.88754 2.22724 1.82999 0.068 0.008 0.021
Cl -2.50740 -0.64023 -3.05417 0.107 0.084 -0.012
C -1.77752 0.94607 -2.95371 -0.119 -0.077 -0.093
C -0.80264 1.15683 -1.98173 -0.117 -0.013 -0.254
C -0.31607 2.45762 -1.94839 0.111 0.111 0.123
Cl 0.82724 2.92531 -0.70979 -0.068 -0.008 -0.019
C -0.69763 3.45632 -2.84492 0.001 0.053 -0.018
Cl 0.00151 5.04238 -2.78096 -0.016 -0.027 -0.004
C -1.65237 3.17653 -3.81393 -0.046 -0.041 -0.042
Cl -2.14453 4.39143 -4.94499 0.014 -0.005 0.021
C -2.21638 1.90553 -3.86014 0.023 0.043 0.001
Cl -3.43052 1.54933 -5.03956 0.025 0.000 0.025
```
Positions in Å, forces in eV/Å.

Output
- total charge = -2
- 2S+1 = 3
- relative energy (zero: lowest compared OMol25 entry of this formula, charge and spin) (kJ/mol) = 73.3
- E (Ha) = -8813.2281


Entry 5:
The following is a DFT calculation (the ωB97M-V functional and the def2-TZVPD basis) of C4H7N2 as an isolated structure.

Structure (XYZ):
```
13
Properties=species:S:1:pos:R:3:forces:R:3
C 1.59042 -0.49502 -0.28876 0.865 -0.568 1.391
C -1.65820 0.64004 0.12584 1.125 -1.714 -4.150
C -1.01029 -0.80227 0.06796 -1.597 -2.588 3.563
C -0.24638 0.99629 -0.40342 -0.976 0.671 -0.705
N 0.22544 -0.20575 -0.36845 -1.110 1.969 -0.057
N 2.27851 0.33154 0.33146 1.325 1.675 -0.363
H 1.88453 -1.48303 -0.44944 0.321 -1.588 -1.202
H -2.67072 0.87559 -0.29811 1.420 -0.210 -0.526
H -1.74306 0.95503 1.07154 0.045 1.158 3.905
H -0.87722 -1.24611 1.18654 -0.300 0.825 -2.704
H -1.43539 -1.59974 -0.57850 0.320 0.796 0.264
H 0.35341 1.85119 -0.73389 -0.389 -0.034 0.401
H 3.30896 0.18223 0.33723 -1.048 -0.391 0.181
```
Positions in Å, forces in eV/Å.

Output
- total charge = +1
- relative energy (zero: lowest compared OMol25 entry of this formula, charge and spin) (kJ/mol) = 361.7
- E (Ha) = -265.7707


Entry 6:
The following is a DFT calculation (the ωB97M-V functional and the def2-TZVPD basis) of an isolated molecule of C5H10O2.

Structure (XYZ):
```
17
Properties=species:S:1:pos:R:3:forces:R:3
C -1.91535 -1.06690 -1.08307 0.191 0.104 -0.277
O -0.69287 -0.79879 -0.39552 1.015 0.155 -1.165
C -0.17241 0.62415 -0.61589 -0.135 -1.552 -0.504
C -0.62257 1.29172 0.60830 -0.588 -1.038 0.153
C 0.86383 1.04545 0.40368 -0.137 -0.501 -0.193
C 1.58310 0.01598 1.24801 -0.217 0.107 0.217
O 2.49736 -0.75214 0.49344 -0.063 -0.205 -0.221
H -1.66434 -1.26241 -2.12526 -0.300 0.013 -0.154
H -2.62066 -0.22405 -1.01785 0.215 -0.087 0.053
H -2.39970 -1.95947 -0.66091 0.405 0.299 0.019
H -0.19036 0.88255 -1.66664 0.086 0.203 0.091
H -1.03438 2.31490 0.67894 0.004 -0.955 0.047
H -1.05049 0.06336 0.75337 0.028 3.681 2.013
H 1.54042 1.84622 0.06110 -0.680 -0.205 0.085
H 2.17476 0.50661 2.02957 -0.143 -0.011 -0.150
H 0.83431 -0.61279 1.74922 0.165 -0.005 -0.083
H 1.97483 -1.19143 -0.19121 0.153 -0.001 0.071
```
Positions in Å, forces in eV/Å.

Output
- SMILES = CO[C@H]1C[C@H]1CO
- relative energy (zero: lowest compared OMol25 entry of this formula, charge and spin) (kJ/mol) = 470.5
- E (Ha) = -346.8462